{
  "formula": "C24H59BN12O9P",
  "method": "wB97M-V/def2-TZVPD",
  "species": ["C", "O", "B", "O", "N", "P", "N", "C", "N", "C", "N", "N", "H", "H", "H", "H", "H", "H", "H", "H", "H", "H", "C", "C", "O", "N", "C", "H", "H", "H", "H", "H", "H", "H", "C", "C", "O", "N", "C", "H", "H", "H", "H", "H", "H", "H", "C", "C", "O", "N", "C", "H", "H", "H", "H", "H", "H", "H", "C", "C", "O", "N", "C", "H", "H", "H", "H", "H", "H", "H", "C", "C", "O", "N", "C", "H", "H", "H", "H", "H", "H", "H", "C", "C", "O", "N", "C", "H", "H", "H", "H", "H", "H", "H", "C", "C", "O", "N", "C", "H", "H", "H", "H", "H", "H", "H"],
  "xyz": [[-1.83668, 0.19231, -1.68352], [-0.36596, 0.13806, -1.60306], [-0.12047, 0.41051, -0.24896], [-0.04940, -0.66908, 0.60106], [0.06911, 1.82356, 0.14402], [0.60093, 2.95339, -1.10923], [2.15868, 3.08468, -1.21304], [-0.13369, 2.28461, 1.39420], [-0.57247, 1.52318, 2.42769], [-0.63845, 2.34106, 3.46690], [-0.24727, 3.55050, 3.14010], [0.05008, 3.52634, 1.83814], [-2.10444, 1.25387, -1.82833], [-2.11563, -0.44318, -2.52831], [-2.29268, -0.14107, -0.73258], [0.80647, -0.66599, 1.05866], [0.00608, 2.52713, -2.32339], [0.06954, 4.23134, -0.77001], [2.41252, 4.05184, -1.02046], [-0.99054, 1.95548, 4.42532], [-0.17927, 4.36313, 3.75640], [0.39544, 4.33990, 1.34153], [-0.66759, 1.38328, -5.43503], [-0.25454, 2.83048, -5.52887], [-0.19692, 3.56168, -4.54091], [0.05580, 3.31395, -6.74869], [0.04425, 2.60921, -8.01850], [-0.88466, 1.14172, -4.39632], [-1.56529, 1.20590, -6.02952], [0.14002, 0.73631, -5.77946], [0.32266, 4.28672, -6.74092], [1.04725, 2.64881, -8.44928], [-0.64904, 3.11533, -8.69039], [-0.26046, 1.57572, -7.90492], [-4.54759, 2.10770, 6.86921], [-3.43596, 1.08841, 6.89182], [-2.29951, 1.37309, 7.25578], [-3.72807, -0.17426, 6.49383], [-5.00095, -0.70402, 6.03282], [-4.16003, 3.06287, 7.21384], [-4.92759, 2.23242, 5.85391], [-5.35580, 1.80161, 7.53407], [-2.93850, -0.80074, 6.53667], [-5.30109, -1.52065, 6.69026], [-4.87522, -1.09601, 5.02249], [-5.77583, 0.05553, 6.02867], [-3.73916, -0.62587, -10.00637], [-2.37888, -0.35463, -9.41745], [-2.21195, 0.46274, -8.51961], [-1.32486, -1.04957, -9.91448], [-1.32241, -2.04958, -10.96745], [-4.47273, 0.00231, -9.50846], [-3.74506, -0.38904, -11.07109], [-4.01610, -1.66996, -9.85478], [-0.44767, -0.81795, -9.47489], [-0.93387, -2.98576, -10.56382], [-0.66477, -1.71419, -11.77073], [-2.31734, -2.21723, -11.36600], [2.90215, 5.67286, 4.25384], [1.84806, 6.69651, 4.59766], [0.72058, 6.67485, 4.09827], [2.17200, 7.65801, 5.48214], [3.43341, 7.85764, 6.17600], [2.49549, 4.96798, 3.53185], [3.77092, 6.15861, 3.80919], [3.19985, 5.12091, 5.14613], [1.41965, 8.30629, 5.66345], [3.25328, 7.81538, 7.25047], [3.82063, 8.84504, 5.92327], [4.16688, 7.10528, 5.90574], [-2.67863, -5.55833, 1.93611], [-3.02775, -4.09220, 1.94099], [-4.16010, -3.68944, 2.16091], [-2.02791, -3.20201, 1.68975], [-0.63384, -3.47063, 1.41004], [-3.57365, -6.13572, 2.15111], [-2.30138, -5.85459, 0.95599], [-1.93204, -5.77396, 2.70354], [-2.33263, -2.24136, 1.71033], [-0.02829, -2.97257, 2.17233], [-0.38906, -3.05385, 0.43373], [-0.41530, -4.53475, 1.41460], [4.56646, -1.79883, 0.17328], [4.18016, -3.05963, -0.56180], [4.54830, -4.16439, -0.19549], [3.38906, -2.93870, -1.65756], [2.83468, -1.73429, -2.24408], [5.19221, -2.06140, 1.02230], [5.13174, -1.13520, -0.48220], [3.67572, -1.28698, 0.54317], [3.17456, -3.82283, -2.09332], [1.74664, -1.82784, -2.23877], [3.18186, -1.65437, -3.27540], [3.12116, -0.83926, -1.69957], [2.56490, -7.12067, 4.60776], [1.72424, -6.15571, 3.81166], [0.50078, -6.20601, 3.80830], [2.36573, -5.20831, 3.08139], [3.79423, -4.97004, 2.94150], [1.91025, -7.81086, 5.13293], [3.21383, -7.69403, 3.94439], [3.16477, -6.58297, 5.34337], [1.73502, -4.60404, 2.57866], [4.00955, -3.95255, 3.27622], [4.05248, -5.05784, 1.88680], [4.38692, -5.67108, 3.52043]],
  "forces_ev_per_angstrom": [[0.60, 0.50, -0.11], [-0.71, 0.60, 1.47], [0.16, -1.38, -1.10], [0.85, 1.01, -0.31], [-0.35, 0.67, -0.95], [1.63, 0.67, -1.09], [-0.75, 0.04, 0.43], [-0.32, -1.26, 1.26], [0.09, 0.18, -0.57], [-0.29, -1.70, -0.18], [-0.37, 0.74, 1.73], [0.69, 1.02, -1.19], [-0.24, -0.49, -0.25], [-0.19, 0.25, 0.33], [0.04, -0.18, -0.52], [-0.54, -0.12, 0.47], [-0.34, -0.10, 0.77], [-0.69, -0.64, 0.05], [0.37, -0.26, -0.02], [0.23, 0.75, 0.02], [0.19, 0.39, -0.56], [-0.04, -0.02, 0.31], [-0.09, 0.02, 0.11], [0.06, 0.21, 0.04], [-0.04, -0.18, 0.30], [-0.04, -0.21, 0.22], [0.27, 0.48, 0.01], [0.07, 0.10, 0.00], [0.13, -0.13, -0.13], [-0.11, -0.06, -0.10], [-0.01, -0.03, -0.03], [-0.05, -0.09, -0.11], [-0.02, -0.23, -0.12], [-0.13, 0.09, 0.04], [0.06, 0.08, 0.03], [0.24, -0.21, 0.10], [0.01, 0.17, -0.25], [-0.09, 0.40, -0.02], [0.39, -0.31, 0.01], [0.08, -0.09, 0.02], [-0.16, -0.05, 0.07], [-0.09, 0.02, -0.13], [-0.07, -0.04, 0.03], [-0.19, 0.02, -0.08], [-0.21, -0.02, -0.01], [0.07, 0.03, 0.04], [-0.05, 0.06, 0.04], [0.11, 0.11, 0.15], [-0.04, -0.10, 0.01], [-0.35, 0.08, 0.01], [0.44, 0.13, 0.23], [0.11, 0.02, 0.04], [-0.05, -0.15, -0.02], [-0.02, 0.00, -0.15], [0.00, -0.05, -0.05], [-0.09, -0.10, -0.17], [-0.10, -0.14, -0.12], [0.00, 0.06, 0.06], [-0.10, -0.01, 0.00], [-0.16, 0.27, 0.13], [-0.05, -0.66, -0.20], [0.03, -0.31, -0.24], [-0.33, 0.32, 0.09], [-0.02, 0.06, 0.00], [0.07, -0.09, 0.09], [0.15, 0.04, -0.04], [0.05, 0.01, 0.03], [0.18, -0.03, 0.01], [0.17, -0.07, 0.06], [-0.07, -0.01, -0.03], [-0.02, 0.00, 0.09], [-0.28, 0.01, 0.07], [0.05, 0.04, 0.01], [-0.04, -0.23, 0.00], [-0.20, 0.26, -0.06], [-0.04, 0.13, -0.02], [0.13, -0.05, 0.08], [0.13, -0.06, -0.15], [0.06, -0.02, 0.00], [0.21, -0.14, -0.06], [0.23, -0.14, 0.01], [-0.13, -0.01, 0.12], [0.07, -0.03, 0.04], [-0.05, -0.34, -0.08], [0.08, 0.07, 0.12], [0.18, 0.21, 0.27], [-0.20, -0.52, -0.20], [-0.03, -0.10, -0.06], [-0.12, 0.12, 0.04], [0.05, 0.14, -0.09], [0.00, 0.04, -0.01], [-0.02, 0.31, -0.10], [-0.08, 0.25, 0.01], [0.08, -0.07, 0.03], [-0.05, -0.04, 0.03], [-0.29, 0.11, -0.09], [0.01, -0.02, 0.00], [0.09, -0.22, 0.30], [-0.41, 0.20, -0.35], [-0.07, 0.08, -0.06], [0.12, 0.06, 0.09], [0.12, -0.07, -0.07], [0.05, -0.03, -0.03], [0.24, -0.06, 0.03], [0.29, 0.04, 0.09], [-0.13, -0.02, 0.05]],
  "mulliken_charge": [-0.827, -0.119, 0.157, -0.032, 0.030, 0.113, -0.653, 0.363, -0.360, -0.338, -0.050, 0.190, 0.330, 0.259, 0.263, 0.131, 0.066, 0.121, 0.238, 0.637, 0.196, 0.206, -0.484, 0.690, -0.690, -0.168, -0.524, -0.288, 0.313, 0.375, 0.244, 0.301, 0.282, 0.009, -1.268, 0.803, -0.680, -0.157, -0.797, 0.298, 0.344, 0.378, 0.223, 0.276, 0.277, 0.315, -1.398, 0.792, -0.564, -0.144, -0.874, 0.279, 0.381, 0.398, 0.203, 0.292, 0.291, 0.345, -1.130, 0.844, -0.711, -0.179, -0.808, 0.094, 0.392, 0.369, 0.245, 0.289, 0.290, 0.318, -1.095, 0.733, -0.667, -0.056, -0.779, 0.299, 0.340, 0.269, 0.143, 0.168, 0.258, 0.418, -1.080, 0.761, -0.663, -0.119, -0.784, 0.295, 0.409, 0.147, 0.237, 0.258, 0.296, 0.244, -1.378, 0.882, -0.617, -0.019, -0.822, 0.310, 0.364, 0.352, 0.016, 0.206, 0.275, 0.394],
  "total_energy_ev": -72117.240,
  "total_charge": 1,
  "relative_energy_kj_mol": 23.7
}